{
  "formula": "C4H12",
  "method": "ωB97M-V with the def2-TZVPD basis set",
  "species": ["C", "C", "H", "H", "H", "H", "H", "H", "C", "C", "H", "H", "H", "H", "H", "H"],
  "coordinates": [[1.958, -2.120, -0.638], [1.904, -0.594, -0.720], [1.536, -2.486, 0.296], [1.493, -2.608, -1.492], [2.991, -2.459, -0.681], [1.758, -0.187, -1.721], [2.708, -0.022, -0.258], [1.020, -0.273, -0.172], [-1.145, 1.362, 0.837], [-2.660, 1.227, 0.549], [-0.503, 0.514, 1.031], [-0.857, 1.867, -0.086], [-1.078, 2.091, 1.647], [-3.059, 2.215, 0.319], [-3.217, 0.865, 1.416], [-2.848, 0.608, -0.327]],
  "mulliken_charge": [-0.841, -0.327, 0.282, 0.272, 0.263, 0.306, 0.298, -0.206, -0.688, -0.894, 0.163, 0.243, 0.276, 0.268, 0.291, 0.293],
  "gap_ha": 0.4667,
  "e_homo_ev": -11.60,
  "de_lowest_kcal_mol": 9.11,
  "smiles": "CC.CC"
}

---

{
  "formula": "C4H12",
  "method": "ωB97M-V with the def2-TZVPD basis set",
  "species": ["C", "C", "H", "H", "H", "H", "H", "H", "C", "C", "H", "H", "H", "H", "H", "H"],
  "coordinates": [[1.367, -0.373, 1.211], [1.382, -1.823, 0.675], [0.570, -0.167, 1.858], [2.348, -0.118, 1.593], [1.334, 0.340, 0.195], [1.969, -2.455, 1.321], [1.948, -1.838, -0.257], [0.415, -2.288, 0.450], [-1.769, 1.247, -0.242], [-1.070, 0.955, -1.544], [-2.704, 1.807, -0.394], [-2.033, 0.348, 0.326], [-1.169, 1.828, 0.479], [-0.469, 0.084, -1.451], [-0.425, 1.728, -1.819], [-1.693, 0.724, -2.403]],
  "mulliken_charge": [-0.614, -0.941, 0.272, 0.329, 0.055, 0.349, 0.266, 0.282, -0.781, -0.859, 0.313, 0.236, 0.254, 0.202, 0.298, 0.338],
  "gap_ha": 0.4575,
  "e_homo_ev": -11.29,
  "de_lowest_kcal_mol": 14.50,
  "smiles": "CC.CC"
}

---

{
  "formula": "C4H12",
  "method": "ωB97M-V with the def2-TZVPD basis set",
  "species": ["C", "C", "H", "H", "H", "H", "H", "H", "C", "C", "H", "H", "H", "H", "H", "H"],
  "coordinates": [[1.436, -0.282, 1.942], [1.583, -1.519, 1.150], [1.982, -0.350, 2.844], [2.144, 0.579, 1.742], [0.400, -0.116, 2.267], [1.079, -1.526, 0.174], [0.925, -2.314, 1.746], [2.599, -1.890, 0.985], [-1.834, 1.625, -1.851], [-1.233, 0.320, -1.367], [-2.573, 1.946, -1.136], [-0.979, 2.195, -2.007], [-2.364, 1.472, -2.740], [-0.337, -0.069, -1.920], [-1.812, -0.499, -1.548], [-1.015, 0.428, -0.281]],
  "mulliken_charge": [-0.980, -0.648, 0.388, 0.289, 0.275, 0.180, 0.191, 0.309, -0.961, -0.772, 0.293, 0.290, 0.306, 0.296, 0.417, 0.127],
  "gap_ha": 0.4361,
  "e_homo_ev": -10.73,
  "de_lowest_kcal_mol": 31.66,
  "smiles": "CC.CC"
}

---

{
  "formula": "C4H12",
  "method": "ωB97M-V with the def2-TZVPD basis set",
  "species": ["C", "C", "H", "H", "H", "H", "H", "H", "C", "C", "H", "H", "H", "H", "H", "H"],
  "coordinates": [[-0.211, 1.877, -0.481], [-1.136, 1.628, 0.732], [-0.503, 2.757, -1.067], [0.815, 2.339, -0.220], [-0.062, 1.188, -1.299], [-0.884, 2.164, 1.641], [-2.110, 2.132, 0.427], [-1.398, 0.596, 0.989], [-0.051, -2.175, -0.130], [1.447, -1.638, -0.040], [-0.127, -2.627, -1.059], [-0.315, -2.672, 0.787], [-0.711, -1.265, -0.177], [1.866, -1.340, -1.031], [1.381, -0.696, 0.412], [1.998, -2.268, 0.516]],
  "mulliken_charge": [-0.914, -0.741, 0.360, 0.259, 0.285, 0.283, 0.252, 0.232, -0.696, -0.900, 0.326, 0.311, 0.063, 0.266, 0.227, 0.389],
  "gap_ha": 0.4528,
  "e_homo_ev": -11.15,
  "de_lowest_kcal_mol": 26.50,
  "smiles": "CC.CC"
}

---

{
  "formula": "C4H12",
  "method": "ωB97M-V with the def2-TZVPD basis set",
  "species": ["C", "C", "H", "H", "H", "H", "H", "H", "C", "C", "H", "H", "H", "H", "H", "H"],
  "coordinates": [[1.599, 0.820, -1.261], [2.041, -0.071, -0.083], [0.668, 1.341, -1.054], [2.345, 1.571, -1.526], [1.513, 0.186, -2.142], [2.510, -0.993, -0.429], [1.174, -0.389, 0.491], [2.703, 0.464, 0.597], [-1.915, -1.055, 0.363], [-1.699, 0.329, 0.989], [-1.207, -1.228, -0.445], [-1.858, -1.851, 1.102], [-2.899, -1.118, -0.114], [-0.642, 0.550, 1.123], [-2.185, 1.105, 0.409], [-2.148, 0.341, 1.981]],
  "mulliken_charge": [-0.763, -0.769, 0.209, 0.328, 0.248, 0.314, 0.145, 0.283, -0.831, -0.744, 0.228, 0.269, 0.337, 0.174, 0.249, 0.321],
  "gap_ha": 0.4794,
  "e_homo_ev": -11.84,
  "de_lowest_kcal_mol": 3.14,
  "smiles": "CC.CC"
}

---

{
  "formula": "C4H12",
  "method": "ωB97M-V with the def2-TZVPD basis set",
  "species": ["C", "C", "H", "H", "H", "H", "H", "H", "C", "C", "H", "H", "H", "H", "H", "H"],
  "coordinates": [[-0.383, -1.556, -1.710], [-0.846, -0.370, -2.532], [0.454, -2.043, -2.194], [-0.162, -1.340, -0.676], [-1.149, -2.334, -1.717], [-1.619, 0.243, -2.054], [-1.289, -0.668, -3.485], [-0.047, 0.375, -2.666], [0.542, 0.255, 1.853], [0.706, 1.671, 2.376], [0.287, -0.521, 2.575], [-0.199, 0.103, 1.063], [1.472, -0.066, 1.384], [0.150, 2.401, 1.791], [1.749, 1.997, 2.322], [0.462, 1.842, 3.432]],
  "mulliken_charge": [-0.602, -0.876, 0.272, 0.104, 0.262, 0.279, 0.314, 0.265, -0.650, -0.888, 0.356, 0.071, 0.280, 0.287, 0.255, 0.269],
  "gap_ha": 0.4686,
  "e_homo_ev": -11.64,
  "de_lowest_kcal_mol": 6.60,
  "smiles": "CC.CC"
}

---

{
  "formula": "C4H12",
  "method": "ωB97M-V with the def2-TZVPD basis set",
  "species": ["C", "C", "H", "H", "H", "H", "H", "H", "C", "C", "H", "H", "H", "H", "H", "H"],
  "coordinates": [[1.783, -1.798, 1.491], [2.087, -0.760, 0.405], [2.180, -1.386, 2.421], [0.733, -1.938, 1.738], [2.271, -2.738, 1.260], [1.885, -1.180, -0.579], [3.115, -0.428, 0.476], [1.570, 0.204, 0.371], [-2.141, 0.584, -1.298], [-1.832, 1.918, -0.639], [-2.421, 0.586, -2.349], [-1.248, -0.042, -1.247], [-2.905, 0.046, -0.744], [-0.753, 2.116, -0.625], [-2.107, 1.984, 0.414], [-2.219, 2.833, -1.095]],
  "mulliken_charge": [-0.777, -0.812, 0.248, 0.283, 0.255, 0.261, 0.313, 0.228, -0.678, -0.833, 0.294, 0.144, 0.255, 0.228, 0.274, 0.315],
  "gap_ha": 0.4683,
  "e_homo_ev": -11.65,
  "de_lowest_kcal_mol": 8.32,
  "smiles": "CC.CC"
}

---

{
  "formula": "C4H12",
  "method": "ωB97M-V with the def2-TZVPD basis set",
  "species": ["C", "C", "H", "H", "H", "H", "H", "H", "C", "C", "H", "H", "H", "H", "H", "H"],
  "coordinates": [[0.334, 0.410, -1.305], [-0.637, -0.020, -2.409], [-0.105, 1.107, -0.598], [0.780, -0.438, -0.794], [1.185, 0.983, -1.694], [-0.737, 0.770, -3.152], [-1.643, 0.015, -1.997], [-0.311, -0.926, -2.900], [0.839, 0.095, 1.956], [-0.528, -0.513, 1.747], [1.083, 0.023, 3.018], [1.627, -0.348, 1.402], [0.977, 1.157, 1.736], [-0.508, -1.609, 1.819], [-1.015, -0.444, 0.778], [-1.206, -0.253, 2.560]],
  "mulliken_charge": [-0.834, -0.922, 0.275, 0.168, 0.447, 0.299, 0.259, 0.298, -0.969, -0.760, 0.323, 0.333, 0.291, 0.263, 0.212, 0.317],
  "gap_ha": 0.4615,
  "e_homo_ev": -11.39,
  "de_lowest_kcal_mol": 10.29,
  "smiles": "CC.CC"
}

---

{
  "formula": "C4H12",
  "method": "ωB97M-V with the def2-TZVPD basis set",
  "species": ["C", "C", "H", "H", "H", "H", "H", "H", "C", "C", "H", "H", "H", "H", "H", "H"],
  "coordinates": [[-2.342, 1.116, 0.197], [-1.252, 0.407, 0.924], [-2.465, 0.750, -0.839], [-3.337, 0.949, 0.682], [-2.186, 2.229, 0.275], [-1.559, 0.248, 2.111], [-0.288, 0.999, 0.691], [-1.029, -0.640, 0.707], [2.138, -0.211, -0.133], [1.598, -1.301, -1.034], [1.292, 0.198, 0.543], [2.986, -0.536, 0.349], [2.248, 0.696, -0.839], [0.686, -0.906, -1.493], [1.382, -2.100, -0.341], [2.127, -1.901, -1.798]],
  "mulliken_charge": [-0.833, -0.494, 0.254, 0.254, 0.259, 0.251, 0.075, 0.288, -0.572, -0.822, -0.046, 0.388, 0.204, 0.220, 0.242, 0.331],
  "gap_ha": 0.4384,
  "e_homo_ev": -10.82,
  "de_lowest_kcal_mol": 32.64,
  "smiles": "CC.CC"
}

---

{
  "formula": "C4H12",
  "method": "ωB97M-V with the def2-TZVPD basis set",
  "species": ["C", "C", "H", "H", "H", "H", "H", "H", "C", "C", "H", "H", "H", "H", "H", "H"],
  "coordinates": [[0.844, -2.124, -1.203], [1.603, -0.843, -0.690], [1.481, -2.970, -0.903], [-0.009, -2.284, -0.545], [0.580, -2.003, -2.244], [1.018, -0.567, 0.175], [1.398, -0.111, -1.481], [2.653, -0.934, -0.469], [-0.497, 1.353, 1.232], [-1.916, 1.634, 0.647], [-0.413, 1.679, 2.272], [-0.295, 0.291, 1.325], [0.172, 1.762, 0.474], [-2.126, 1.159, -0.316], [-1.950, 2.668, 0.272], [-2.615, 1.441, 1.435]],
  "mulliken_charge": [-0.894, -0.253, 0.259, 0.283, 0.281, -0.256, 0.194, 0.388, -0.692, -0.889, 0.320, 0.137, 0.273, 0.284, 0.265, 0.302],
  "gap_ha": 0.4543,
  "e_homo_ev": -11.24,
  "de_lowest_kcal_mol": 18.86,
  "smiles": "CC.CC"
}

---

{
  "formula": "C4H12",
  "method": "ωB97M-V with the def2-TZVPD basis set",
  "species": ["C", "C", "H", "H", "H", "H", "H", "H", "C", "C", "H", "H", "H", "H", "H", "H"],
  "coordinates": [[-0.996, 0.784, 1.737], [-0.606, 2.225, 1.316], [-1.898, 0.685, 2.334], [-1.251, 0.243, 0.826], [-0.144, 0.229, 2.140], [-1.149, 2.508, 0.418], [0.478, 2.313, 1.296], [-0.961, 2.927, 2.073], [1.350, -1.624, -0.958], [0.400, -1.435, -2.027], [1.774, -0.666, -0.672], [0.679, -1.891, -0.084], [2.068, -2.438, -1.132], [0.620, -1.098, -3.116], [-0.221, -2.309, -2.236], [-0.143, -0.453, -1.915]],
  "mulliken_charge": [-0.648, -0.865, 0.334, 0.068, 0.267, 0.292, 0.273, 0.286, -0.587, -0.503, 0.328, 0.342, 0.350, 0.373, 0.387, 0.304],
  "charge": 1,
  "gap_ha": [0.4074, 0.1230],
  "e_homo_ev": [-14.72, -14.71],
  "de_lowest_kcal_mol": 15.64,
  "spin_multiplicity": 2
}

---

{
  "formula": "C4H12",
  "method": "ωB97M-V with the def2-TZVPD basis set",
  "species": ["C", "C", "H", "H", "H", "H", "H", "H", "C", "C", "H", "H", "H", "H", "H", "H"],
  "coordinates": [[2.063, -0.094, 1.652], [0.635, 0.379, 1.144], [2.769, 0.066, 0.881], [2.263, 0.464, 2.544], [2.198, -1.079, 1.860], [0.042, -0.601, 0.991], [0.580, 0.926, 0.197], [0.142, 0.955, 1.972], [-1.737, 0.086, -0.745], [-0.959, -0.270, -2.084], [-1.596, 1.093, -0.417], [-2.826, -0.123, -0.811], [-1.395, -0.586, -0.013], [-1.419, -0.102, -3.059], [-0.712, -1.386, -1.845], [-0.047, 0.272, -2.267]],
  "mulliken_charge": [-0.898, -0.425, 0.342, 0.316, 0.395, 0.156, 0.342, 0.398, -0.706, -0.684, 0.339, 0.342, 0.182, 0.349, 0.260, 0.291],
  "charge": 1,
  "gap_ha": [0.4962, 0.1763],
  "e_homo_ev": [-16.62, -16.13],
  "de_lowest_kcal_mol": 25.60,
  "spin_multiplicity": 2
}

---

{
  "formula": "C4H12",
  "method": "ωB97M-V with the def2-TZVPD basis set",
  "species": ["C", "C", "H", "H", "H", "H", "H", "H", "C", "C", "H", "H", "H", "H", "H", "H"],
  "coordinates": [[0.825, -1.041, -1.396], [1.670, -1.979, -0.377], [-0.229, -1.317, -1.510], [1.040, -0.020, -1.134], [1.155, -1.208, -2.512], [1.616, -1.367, 0.457], [1.253, -2.920, -0.161], [2.721, -1.991, -0.875], [-0.591, 1.491, 1.222], [-2.027, 1.488, 0.601], [-0.407, 1.672, 2.318], [-0.054, 0.592, 1.096], [0.091, 2.272, 0.824], [-2.188, 0.732, -0.192], [-2.224, 2.449, 0.236], [-2.650, 1.147, 1.404]],
  "mulliken_charge": [-0.697, -0.610, 0.274, 0.306, 0.349, 0.227, 0.338, 0.287, -0.570, -0.645, 0.378, 0.104, 0.345, 0.302, 0.304, 0.308],
  "charge": 1,
  "gap_ha": [0.5259, 0.1216],
  "e_homo_ev": [-17.16, -15.11],
  "de_lowest_kcal_mol": 34.49,
  "spin_multiplicity": 2
}